(1)
11
Properties=species:S:1:pos:R:3:lowdin_charge:R:1 method="wB97M-V/def2-TZVPD" orbital_gap_ev="8.16 / 8.16" homo_ev="-8.51 / -8.51" charge=0
C -0.76495 -0.77286 -0.57389 -0.0146
C -1.55790 -0.38045 0.39319 -0.0802
C 1.63887 0.30736 -0.44319 -0.1690
C 1.65604 0.15167 0.84559 0.1204
C 0.17094 0.43024 -0.62992 -0.2849
C -0.83162 0.84137 0.83577 -0.0093
O -0.47712 1.55170 -0.24598 0.0244
H -0.52678 -1.66479 -1.17536 0.1282
H -2.50422 -0.88005 0.86244 0.1466
H 2.49003 0.32518 -1.25581 0.1348
H 0.70671 0.09062 1.38716 0.0036

(2)
76
Properties=species:S:1:pos:R:3:lowdin_charge:R:1 method="wB97M-V/def2-TZVPD" orbital_gap_ev=9.57 homo_ev=-12.32 charge=+1
C 2.50813 -1.83927 -1.90705 -0.0608
O 1.93410 -1.17991 -0.75985 -0.1711
C 0.51468 -1.08026 -0.90230 -0.1892
C -0.11283 0.20142 -0.38568 -0.1456
N -1.51236 0.11091 -0.31285 0.0646
H -1.97325 -0.23326 -1.07153 0.0657
H -1.56219 -0.75053 0.30506 0.1342
C -2.14957 1.17180 0.53531 -0.0259
C -2.29108 1.05647 2.04616 -0.2000
O -2.93504 2.07941 2.73223 -0.1723
C -2.69457 1.88551 4.12495 -0.0623
H 2.07023 -2.76186 -2.24957 0.0720
H 3.52257 -2.30460 -1.76989 0.0939
H 2.44708 -1.08903 -2.64058 0.0729
H 0.03048 -1.94682 -0.41614 0.1237
H 0.11837 -1.32241 -1.83208 0.1002
H 0.04620 1.10576 -1.00855 0.1419
H 0.56085 0.41622 0.51617 0.1751
H -3.20421 1.38876 0.32037 0.1614
H -1.43823 1.96323 0.46911 0.1075
H -1.25632 1.18834 2.44562 0.1563
H -2.60117 0.26590 2.19004 -0.0029
H -3.23893 2.72101 4.70961 0.1350
H -1.69947 1.70972 4.44339 0.0803
H -3.33894 1.14326 4.55312 0.0763
O -0.00124 4.14533 2.16177 -0.1196
H 0.49559 5.04775 2.30830 0.1337
H -0.99166 4.24846 2.08531 0.0068
O -0.40354 -0.24283 -4.96548 -0.0175
H 0.41363 -0.30926 -4.52757 0.0057
H -0.01085 0.31061 -5.64204 0.0585
O -1.58871 2.03414 7.75992 -0.0886
H -1.08449 1.36375 7.08069 0.1241
H -2.31311 1.60991 8.12236 -0.0272
O 0.49371 -4.29344 1.46733 -0.1786
H 0.00460 -4.66088 0.66437 0.0445
H 1.43798 -3.93876 0.98837 0.0979
O -2.60635 4.56359 1.76934 -0.0705
H -3.03333 4.54036 0.90680 0.0616
H -2.87584 3.67860 2.20904 0.0550
O 2.89659 1.30917 0.19495 -0.0104
H 2.46080 2.06820 0.07517 -0.0756
H 2.64325 0.55823 -0.38606 0.0258
O 4.11271 -0.67647 -5.42491 0.0335
H 3.66154 0.08221 -5.59461 -0.0189
H 4.55490 -0.55231 -4.64611 -0.0102
O 3.29693 -4.21409 0.61033 -0.0831
H 3.84313 -4.43458 -0.19640 0.0214
H 3.93763 -3.66177 1.11326 0.0671
O 2.21646 -4.20236 -4.73626 -0.0901
H 1.78073 -4.96839 -4.30006 0.0456
H 3.15894 -4.34257 -4.39134 0.0592
O -5.72955 1.72039 5.89924 -0.0756
H -6.55398 1.28495 5.73050 0.0165
H -5.82078 2.42738 5.18029 0.0769
O 6.14782 -1.76249 -0.51811 -0.0751
H 6.21333 -1.00824 0.09619 0.0503
H 5.66749 -2.44601 0.00562 0.0185
O -2.05464 -2.20028 1.32079 -0.0112
H -2.34014 -2.75612 0.72344 -0.0499
H -1.67100 -2.80149 2.10759 0.1654
O -3.21410 -1.14302 -2.02941 0.0923
H -3.81996 -1.64968 -1.86323 -0.0891
H -3.23592 -0.95856 -2.98908 0.1024
O -2.05725 1.58791 -3.33330 -0.0914
H -1.63976 1.35577 -4.19816 0.0506
H -3.06109 1.42754 -3.41239 0.1088
O 5.25770 -4.68318 -1.45722 -0.0503
H 4.82212 -4.64054 -2.35317 0.0756
H 5.57774 -5.58888 -1.49526 0.0657
O -1.50477 3.93292 -2.04104 -0.1579
H -1.64187 3.05302 -2.44928 -0.0459
H -0.62965 3.99853 -1.44089 0.0531
O 0.83726 3.70352 -0.37171 -0.1004
H 1.55070 4.29625 -0.58127 0.0493
H 0.65574 3.88794 0.62835 0.0403

(3)
75
Properties=species:S:1:pos:R:3:lowdin_charge:R:1 method="wB97M-V/def2-TZVPD" orbital_gap_ev=10.12 homo_ev=-10.13 charge=0
O 3.24749 4.64169 -6.53358 -0.0545
H 3.53839 5.39244 -6.01591 0.0277
H 2.31142 4.79052 -6.66715 0.0257
O -1.34966 3.14748 4.54189 -0.0557
H -2.10403 3.66074 4.25258 0.0268
H -0.62208 3.76946 4.54222 0.0297
O -2.95378 -3.01284 -8.05373 -0.0534
H -3.66166 -2.84620 -7.43134 0.0275
H -2.37584 -2.25458 -7.96852 0.0257
O -0.35491 -8.95541 0.65776 -0.0527
H 0.28379 -9.65670 0.78621 0.0283
H -0.09759 -8.27878 1.28400 0.0243
O 2.83864 7.93310 -2.51373 -0.0559
H 2.87073 8.62809 -3.17116 0.0266
H 3.64335 8.04429 -2.00749 0.0296
O -2.17604 7.26235 -4.42737 -0.0521
H -2.01882 6.67598 -5.16742 0.0236
H -1.41649 7.13922 -3.85803 0.0272
O -7.34576 2.73670 -1.44287 -0.0538
H -6.92317 3.02542 -0.63399 0.0263
H -7.60075 1.83041 -1.27016 0.0266
O 5.40643 -0.03232 0.22551 -0.0539
H 5.15722 0.12386 -0.68539 0.0265
H 4.60257 -0.33895 0.64505 0.0273
O -0.15635 -7.53572 -4.11042 -0.0539
H 0.19923 -6.65313 -4.00642 0.0278
H -0.29374 -7.84611 -3.21543 0.0252
O -6.06687 -5.96482 1.13325 -0.0560
H -5.39297 -6.09344 1.80076 0.0292
H -6.56603 -6.78156 1.13568 0.0275
O 3.05177 -3.01384 -5.66038 -0.0534
H 2.65072 -2.46940 -6.33785 0.0253
H 3.87350 -2.56985 -5.45094 0.0266
O 1.19759 0.05120 -8.89595 -0.0544
H 1.46600 0.89909 -8.54201 0.0266
H 1.50744 0.06023 -9.80157 0.0294
O 6.66718 4.99855 1.15838 -0.0549
H 7.56335 5.28897 0.98881 0.0272
H 6.61278 4.13564 0.74770 0.0274
O 0.66042 -4.88963 2.73774 -0.0551
H 1.52423 -5.27587 2.88223 0.0267
H 0.82583 -3.94902 2.67340 0.0290
O -1.50173 4.27046 -8.06197 -0.0562
H -1.44486 4.30175 -9.01696 0.0285
H -2.29811 3.76968 -7.88527 0.0299
O -3.85616 -0.38879 6.95732 -0.0532
H -4.62300 -0.12998 6.44623 0.0270
H -3.15942 0.19476 6.65689 0.0256
O -8.49363 -1.91918 -0.55230 -0.0555
H -9.29318 -2.44262 -0.60659 0.0284
H -7.80884 -2.54952 -0.32878 0.0274
C -1.54286 -0.62469 -0.84617 -0.0573
C -0.17547 0.07941 -0.78363 -0.4486
C -0.13093 1.61044 -1.11890 -0.0560
O 0.19542 0.07999 0.60324 -0.0947
H -1.81916 -0.70488 -1.89751 0.0736
H -2.33563 -0.18051 -0.24423 0.0817
H -1.36665 -1.67312 -0.60568 0.0762
H 0.59211 -0.39607 -1.39425 0.1310
H -1.09411 2.05527 -0.86887 0.0712
H 0.02805 1.66386 -2.19591 0.0701
H 0.63313 2.13693 -0.54695 0.0760
H -0.43017 0.64817 1.05865 0.0774
C 2.97547 -1.22291 7.84011 -0.0477
C 3.20115 0.01808 8.76127 -0.5200
C 2.71037 -0.14852 10.17753 -0.0678
O 4.57126 0.21298 8.88251 -0.0494
H 1.90681 -1.33987 7.66014 0.0761
H 3.34151 -2.10448 8.36638 0.0862
H 3.41768 -0.87046 6.90828 0.0804
H 2.74583 0.87216 8.25995 0.1295
H 1.67461 -0.48086 10.24709 0.0783
H 2.89132 0.75062 10.76652 0.0779
H 3.30211 -0.86855 10.74278 0.0796
H 4.96357 -0.43678 8.29471 0.0769

(4)
12
Properties=species:S:1:pos:R:3:lowdin_charge:R:1 method="wB97M-V/def2-TZVPD" s_squared=2.0275 multiplicity=3 orbital_gap_ev="7.37 / 7.18" homo_ev="-6.50 / -10.33" charge=0
C -0.93261 -1.32992 1.95990 0.1676
C 0.08471 2.78706 0.34335 0.1448
C -0.83291 -0.51479 1.11111 -0.1354
C -0.15890 1.65222 0.09142 -0.0894
C -0.24203 -0.41890 -1.19929 0.0214
C -0.48270 0.23444 -0.03934 -0.4134
Br 2.79145 -0.58810 0.74034 0.2917
H -1.18178 -1.98204 2.73132 0.0334
H 0.49873 3.79164 0.40439 0.0538
H 1.28583 -0.38886 0.76540 -0.2486
H 0.19843 0.00635 -2.03240 0.0407
H -0.39864 -1.60560 -1.23290 0.1335

(5)
17
Properties=species:S:1:pos:R:3:lowdin_charge:R:1 method="wB97M-V/def2-TZVPD" s_squared=2.0103 multiplicity=3 orbital_gap_ev="7.06 / 7.49" homo_ev="-6.71 / -10.56" charge=0
C -0.47889 -0.92731 0.03447 -0.0576
C 0.27604 -0.71111 -1.15893 -0.1048
C -0.51770 0.00329 1.04435 -0.1530
C 1.02222 0.33046 -1.30989 -0.2251
C 0.05564 1.35288 0.91305 -0.4167
C 1.30178 1.28858 -0.21690 -1.1669
O -1.33467 1.91296 -1.30010 -0.3405
O -0.96383 3.80518 0.22394 -0.3853
S -1.15477 2.37666 0.05864 0.2977
Cl 1.47855 2.97176 -0.94267 0.6420
Cl -2.79322 1.82971 1.06975 0.4771
Br 2.86391 0.87602 0.70881 0.8178
H -1.01712 -1.79807 0.14971 0.0868
H 0.04723 -1.53993 -1.91178 0.1488
H -1.16195 -0.21197 1.82062 0.0697
H 1.66681 0.68425 -2.20757 0.1477
H 0.25887 1.87959 1.92424 0.1623

(6)
15
Properties=species:S:1:pos:R:3:lowdin_charge:R:1 method="wB97M-V/def2-TZVPD" orbital_gap_ev=8.43 homo_ev=-9.40 charge=0 smiles="O=C[C@@H]1C=CC=N[C@@]1(Cl)Br"
O -2.14880 0.57678 -0.04885 0.0896
C -1.67256 0.04002 -1.00216 -0.2214
C -0.18458 -0.44203 -0.93005 -0.2702
C -0.08537 -1.17942 0.32194 -0.1167
C 0.40299 -0.71895 1.48911 -0.0606
C 0.50657 0.72525 1.52238 -0.1591
N 0.57393 1.48014 0.51229 -0.0332
C 0.65292 0.97314 -0.72329 -1.0650
Cl 0.59570 2.22805 -1.91193 0.6707
Br 2.71005 0.19431 -0.84451 0.4564
H -2.29708 -0.33961 -1.80733 0.1228
H 0.10338 -1.14983 -1.82125 0.1749
H -0.35374 -2.26060 0.38635 0.1371
H 0.60832 -1.40970 2.39869 0.1475
H 0.58828 1.28246 2.45860 0.1269

(7)
13
Properties=species:S:1:pos:R:3:lowdin_charge:R:1 method="wB97M-V/def2-TZVPD" orbital_gap_ev=8.14 homo_ev=-7.77 charge=0
C -1.71359 -1.41932 0.17918 -0.2649
C -0.99565 -2.39181 -0.35847 -0.8119
C -0.85661 -0.46741 0.81011 -0.5294
C 1.66738 -0.24318 -0.10911 -0.4697
C -1.13378 0.75294 1.18438 0.0257
C 2.58245 -0.01868 -0.97129 -0.1251
S 0.63458 -1.41229 0.39965 1.0167
Br -0.94823 -3.86955 -1.45870 0.7285
H -2.80079 -1.37734 0.22724 0.1186
H -0.19692 1.20795 1.62641 0.0817
H -2.07378 1.16748 1.64413 0.0952
H 3.40065 0.72423 -0.88908 0.0610
H 2.64461 -0.73372 -1.84235 0.0737

(8)
19
Properties=species:S:1:pos:R:3:lowdin_charge:R:1 method="wB97M-V/def2-TZVPD" s_squared=8.7601 multiplicity=6 orbital_gap_ev="5.73 / 6.37" homo_ev="-24.17 / -24.18" charge=+4
Lu -0.27678 0.34559 -3.82177 1.2001
Sm 0.64713 0.36753 -0.83840 1.5116
Cl -0.87681 -1.55120 -2.10500 0.0564
Cl -0.65271 2.52161 -2.59004 0.0602
C 1.80174 2.43506 -0.10422 -0.0433
C 0.61265 -1.40251 -5.05061 -0.0409
C 0.69998 1.49426 -5.51635 -0.0361
O 2.37012 3.34869 0.29031 0.2531
O 0.90561 -2.35022 -5.64179 0.2785
O 1.04714 2.18155 -6.37408 0.2913
C -1.49451 -0.90099 4.18284 -0.0056
C -0.06613 -0.89065 3.56718 -0.1259
C -0.10361 -0.58805 2.19209 -0.0417
N -0.08337 -0.29753 1.07285 -0.0275
H -1.96774 0.07037 4.04601 0.1009
H -1.41813 -1.10876 5.24309 0.1137
H -2.10432 -1.67136 3.71211 0.1035
H 0.55167 -0.12897 4.05981 0.1755
H 0.40805 -1.87443 3.67597 0.1762

(9)
16
Properties=species:S:1:pos:R:3:lowdin_charge:R:1 method="wB97M-V/def2-TZVPD" orbital_gap_ev=7.82 homo_ev=-13.64 charge=+1
C 0.60241 0.04891 0.32634 -0.0114
C 0.42497 1.43852 0.16522 -0.0172
C -0.44584 -0.82338 0.19097 0.0410
C -0.83727 1.89848 -0.15466 -0.0543
C -1.73357 -0.34302 -0.19455 -0.3745
C -1.84753 0.95244 -0.40718 -0.4801
N -2.85542 -1.16925 -0.27146 -0.0467
O -3.78592 0.05009 1.85869 -0.2695
P -4.14218 -0.20463 0.49897 0.1137
Cl -3.49932 1.58904 -0.46955 0.9931
Cl -5.69248 -1.32828 0.13092 0.5460
H 1.50363 -0.38757 0.70156 0.1201
H 1.15785 2.17911 0.27556 0.1074
H -0.37806 -1.83981 0.23842 0.1008
H -1.07770 2.93677 -0.46394 0.1342
H -2.83285 -1.82222 -0.98582 0.0974

(10)
16
Properties=species:S:1:pos:R:3:lowdin_charge:R:1 method="wB97M-V/def2-TZVPD" orbital_gap_ev=7.91 homo_ev=-4.55 charge=-1 smiles="O=C([O-])[C@]12O[C@@]1(Cl)CC[C@@H]2Cl"
O 2.99273 1.70209 2.23636 -0.0468
C 2.60943 0.57921 2.54294 -0.7384
O 2.78426 -0.12976 3.52174 -0.0216
C 1.65346 -0.05605 1.40363 -0.2779
O 1.78899 -1.33228 0.79576 0.0175
C 1.91036 -0.21840 -0.02066 -0.8454
Cl 3.47599 0.03522 -0.74579 0.7007
C 0.71335 0.11317 -0.88363 -0.1587
C -0.47562 -0.03426 0.07799 -0.2170
C 0.03548 0.30399 1.47848 -0.5851
Cl -0.15150 2.01097 1.85592 0.6470
H 0.63274 -0.54967 -1.74647 0.1095
H 0.81479 1.14260 -1.23194 0.1127
H -1.30300 0.61678 -0.20340 0.0942
H -0.82295 -1.06898 0.07723 0.1096
H -0.43373 -0.27173 2.27421 0.0998

| no. | energy (Eh) |
| --- | --- |
| 1 | -305.9219 |
| 2 | -1742.3693 |
| 3 | -1688.0294 |
| 4 | -2805.3416 |
| 5 | -4274.5046 |
| 6 | -3395.7407 |
| 7 | -3203.5979 |
| 8 | -3324.2644 |
| 9 | -1623.0821 |
| 10 | -1377.7878 |